i | Below is an isolated molecule of C5H9NO2, with properties calculated with ωB97M-V/def2-TZVPD.

Computed properties:
- SMILES string: OC[C@@]12COC[C@@H]1N2
- E_HOMO: -9.30 eV
- Spin multiplicity: 1

Positions of all 17 atoms, in Å:
O1 -0.82 -0.49 2.26
C1 -1.13 -1.07 0.97
C2 -0.20 -0.41 0.00
C3 -0.55 -0.09 -1.52
O2 0.36 0.90 -1.98
C4 1.05 1.50 -0.77
C5 0.92 0.50 0.35
N1 1.22 -0.96 -0.09
H1 -1.48 0.13 2.53
H2 -2.10 -0.80 0.61
H3 -0.82 -2.12 1.03
H4 -1.60 0.19 -1.83
H5 -0.34 -1.05 -2.10
H6 2.17 1.71 -1.13
H7 0.63 2.59 -0.68
H8 1.20 0.69 1.43
H9 1.49 -1.23 0.91

---

ii | Below is C5H9NO2 as an isolated structure, with properties calculated with ωB97M-V/def2-TZVPD.

Computed properties:
- E_HOMO: -9.06 eV
- Spin multiplicity: 1

Positions of all 17 atoms, in Å:
C1 -0.05 0.45 -0.62
C2 -1.10 1.55 -0.23
C3 -0.90 -0.36 0.45
C4 0.19 -1.23 0.69
C5 0.54 -0.60 -1.57
H1 2.16 0.36 -0.27
H2 -0.95 2.62 -0.10
H3 -2.35 1.26 -0.61
H4 -0.19 1.05 1.72
H5 -1.93 -0.55 0.00
H6 0.65 -0.73 1.71
H7 -0.26 -2.24 1.14
H8 1.28 -0.09 -2.13
H9 -0.10 -1.36 -2.08
N1 -1.16 0.94 1.31
O1 1.09 0.79 0.30
O2 1.11 -1.50 -0.42

---

So which one wins? Going from most stable to least: i, ii.

---

i | Below is an isolated molecule of C5H9NO2, with properties calculated with ωB97M-V/def2-TZVPD.

Computed properties:
- SMILES string: C=C(OC)C(=O)NC
- E_HOMO: -9.13 eV
- Spin multiplicity: 1

Positions of all 17 atoms, in Å:
C1 -2.05 -0.46 -0.51
C2 -0.79 -0.47 -0.08
O1 -0.04 -1.07 0.86
C3 -0.61 -2.27 1.40
C4 0.09 0.68 -0.70
O2 -0.53 1.52 -1.35
N1 1.37 0.79 -0.42
C5 1.95 2.09 -0.66
H1 -2.84 -0.98 -0.09
H2 -2.35 0.40 -1.05
H3 -0.04 -2.63 2.18
H4 -0.67 -3.10 0.53
H5 -1.57 -2.12 1.78
H6 1.84 0.23 0.39
H7 3.04 2.18 -0.59
H8 1.61 2.33 -1.72
H9 1.60 2.87 0.04

---

ii | Below is C5H9NO2 as an isolated structure, with properties calculated with ωB97M-V/def2-TZVPD.

Computed properties:
- E_HOMO: -7.78 eV
- Spin multiplicity: 1

Positions of all 17 atoms, in Å:
C1 0.47 0.30 -0.24
C2 1.20 1.38 0.53
C3 -1.26 0.25 0.42
N1 0.57 0.42 -1.66
C4 0.39 -0.97 0.32
C5 0.54 -2.25 0.47
O1 -2.00 -0.30 -0.66
O2 -1.60 1.30 0.99
H1 -2.92 -0.10 -0.45
H2 -0.14 -0.14 -2.12
H3 0.41 1.39 -1.92
H4 -1.06 -0.67 1.17
H5 0.71 2.34 0.35
H6 2.24 1.44 0.19
H7 1.17 1.20 1.60
H8 -0.18 -2.90 0.94
H9 1.46 -2.70 0.09

---

iii | Below is an isolated molecule of C5H9NO2, with properties calculated with ωB97M-V/def2-TZVPD.

Computed properties:
- E_HOMO (alpha / beta): -6.68 / -6.68 eV
- Spin multiplicity: 1

Positions of all 17 atoms, in Å:
C1 0.33 1.39 -0.45
C2 -0.43 0.08 -0.55
C3 0.30 0.82 0.92
N1 -0.38 -2.27 -1.05
C4 0.25 -1.09 -0.96
C5 -0.17 1.37 2.05
O1 -1.83 0.07 -0.58
O2 1.33 -0.44 1.08
H1 -2.10 0.00 -1.51
H2 2.21 -0.32 0.68
H3 0.17 -3.09 -1.23
H4 -1.23 -2.38 -0.50
H5 1.30 1.41 -0.95
H6 -0.31 2.26 -0.60
H7 1.24 -1.05 -1.40
H8 -0.36 0.78 2.94
H9 -0.32 2.44 2.13

---

So which one wins? Going from most stable to least: i, iii, ii.

---

i | Below is an isolated molecule of C5H9NO2, with properties calculated with ωB97M-V/def2-TZVPD.

Computed properties:
- SMILES string: CO[C@@]1(O)CCC=N1
- E_HOMO: -9.31 eV
- Spin multiplicity: 1

Positions of all 17 atoms, in Å:
C1 2.12 0.94 0.22
O1 1.32 -0.12 0.79
C2 0.38 -0.62 -0.15
O2 0.87 -1.51 -1.10
C3 -0.83 -1.10 0.64
C4 -1.95 -0.08 0.42
C5 -1.44 0.87 -0.53
N1 -0.26 0.66 -0.98
H1 2.55 0.67 -0.69
H2 2.99 1.15 0.94
H3 1.44 1.84 0.04
H4 1.61 -1.07 -1.58
H5 -0.44 -0.85 1.66
H6 -1.11 -2.09 0.29
H7 -2.62 0.17 1.23
H8 -2.80 -0.61 -0.12
H9 -1.83 1.75 -1.07

---

ii | Below is an isolated molecule of C5H9NO2, with properties calculated with ωB97M-V/def2-TZVPD.

Computed properties:
- SMILES string: C[C@@]1(CO)NCC1=O
- E_HOMO: -9.18 eV
- Spin multiplicity: 1

Positions of all 17 atoms, in Å:
C1 0.00 1.85 0.10
C2 -0.07 0.42 -0.14
C3 1.10 -0.16 -0.71
O1 1.37 -1.51 -0.30
N1 -0.21 -0.03 1.27
C4 -1.35 -1.03 0.99
C5 -1.41 -0.36 -0.51
O2 -2.17 -0.45 -1.41
H1 0.98 2.01 0.78
H2 -1.02 2.35 0.12
H3 0.07 2.25 -1.10
H4 1.19 -0.17 -1.96
H5 2.13 0.49 -0.66
H6 2.04 -1.83 -1.06
H7 0.43 -0.58 1.69
H8 -1.05 -2.17 0.91
H9 -2.01 -1.08 2.01

---

iii | Below is C5H9NO2 as an isolated structure, with properties calculated with ωB97M-V/def2-TZVPD.

Computed properties:
- E_HOMO: -9.31 eV
- Spin multiplicity: 1

Positions of all 17 atoms, in Å:
C1 0.40 -0.08 1.67
N1 0.34 -0.15 0.21
C2 -0.73 -1.01 -0.30
C3 -2.08 -0.50 -0.03
C4 -3.21 -0.14 0.22
C5 1.20 1.47 -1.04
O1 1.41 2.51 -0.45
H1 0.47 -1.09 2.10
H2 1.27 0.51 1.96
H3 -0.48 0.43 2.07
H4 -0.60 -1.12 -1.39
H5 -0.64 -2.02 0.13
H6 -4.23 0.05 0.47
H7 0.54 1.40 -1.92
H8 1.49 -0.55 -0.30
O2 2.44 0.36 -1.24
H9 2.41 -0.05 -2.17

---

So which one wins? Going from most stable to least: i, iii, ii.

---

i | Below is a 12-piece molecular cluster, C4H33NO12 overall, with properties calculated with ωB97M-V/def2-TZVPD.

Computed properties:
- SMILES string: CC(C)NCO.O.O.O.O.O.O.O.O.O.O.O
- E_HOMO: -8.86 eV
- Spin multiplicity: 1

Positions of all 50 atoms, in Å:
C1 -0.75 -0.43 0.03
C2 0.17 -1.62 -0.46
C3 1.32 -1.14 -1.29
N1 -0.79 -2.59 -0.99
C4 -1.27 -2.47 -2.34
O1 -2.02 -1.24 -2.68
H1 -0.13 0.37 0.44
H2 -1.14 0.09 -0.87
H3 -1.50 -0.76 0.73
H4 0.49 -1.97 0.54
H5 1.97 -1.94 -1.63
H6 0.98 -0.46 -2.06
H7 1.98 -0.52 -0.65
H8 -1.57 -2.71 -0.35
H9 -0.38 -2.21 -2.93
H10 -1.87 -3.34 -2.55
H11 -2.75 -1.18 -2.04
O2 1.51 -3.56 1.83
H12 1.03 -4.06 1.16
H13 2.46 -3.59 1.68
O3 1.54 -0.97 2.44
H14 2.04 -0.86 3.25
H15 1.38 -1.91 2.20
O4 -0.81 3.11 1.10
H16 -1.61 3.37 1.60
H17 -1.24 2.45 0.54
O5 0.99 2.24 -1.64
H18 0.81 3.18 -1.68
H19 1.86 2.35 -1.19
O6 2.58 3.57 0.02
H20 2.42 2.80 0.61
H21 1.84 4.11 0.29
O7 -3.32 1.73 -0.64
H22 -2.67 1.51 -1.36
H23 -4.02 2.13 -1.17
O8 -1.46 1.40 -2.48
H24 -0.50 1.59 -2.35
H25 -1.56 0.76 -3.18
O9 4.37 1.45 -0.88
H26 3.52 1.24 -0.50
H27 4.16 2.34 -1.20
O10 -1.10 -0.33 3.24
H28 -0.29 -0.32 2.74
H29 -1.12 -1.01 3.93
O11 1.73 1.56 1.62
H30 1.47 0.64 1.82
H31 0.95 2.11 1.49
O12 -3.31 -1.99 1.76
H32 -3.10 -1.79 2.68
H33 -3.29 -1.10 1.39

---

ii | Below is a 12-piece molecular cluster, C4H33NO12 overall, with properties calculated with ωB97M-V/def2-TZVPD.

Computed properties:
- SMILES string: CC(C)NCO.O.O.O.O.O.O.O.O.O.O.O
- E_HOMO: -9.49 eV
- Spin multiplicity: 1

Positions of all 50 atoms, in Å:
C1 -2.65 -1.36 -0.06
C2 -2.09 -0.08 0.58
C3 -2.47 -0.05 2.08
N1 -2.42 1.15 -0.13
C4 -2.09 2.45 0.37
O1 -0.90 2.83 -0.42
H1 -3.26 -1.27 -0.96
H2 -1.84 -1.99 -0.44
H3 -3.28 -1.80 0.70
H4 -1.00 -0.16 0.50
H5 -3.44 -0.47 2.30
H6 -1.74 -0.70 2.57
H7 -2.29 0.91 2.53
H8 -3.40 1.13 -0.41
H9 -2.76 3.28 0.17
H10 -1.69 2.54 1.38
H11 -0.82 2.27 -1.20
O2 -0.38 0.36 4.23
H12 0.30 1.06 4.23
H13 -1.11 0.60 4.79
O3 -2.51 -3.93 1.68
H14 -1.78 -4.42 2.08
H15 -2.02 -3.10 1.61
O4 3.39 -0.30 -0.61
H16 3.26 -0.25 0.34
H17 3.06 0.54 -0.95
O5 -2.48 0.15 -2.96
H18 -2.75 0.42 -2.07
H19 -1.57 0.46 -2.97
O6 1.66 -0.12 -4.24
H20 0.82 -0.58 -4.28
H21 2.33 -0.59 -3.75
O7 1.70 2.56 0.18
H22 1.34 3.45 0.21
H23 1.12 2.13 -0.46
O8 0.52 2.03 -2.59
H24 0.61 2.98 -2.71
H25 0.95 1.63 -3.36
O9 2.56 -3.54 -1.36
H26 2.25 -3.34 -2.24
H27 3.12 -2.89 -0.96
O10 3.36 -1.26 2.47
H28 3.42 -1.81 3.24
H29 3.72 -1.54 1.63
O11 0.85 -1.69 -2.38
H30 1.13 -1.11 -1.67
H31 0.61 -2.56 -2.04
O12 1.81 1.59 3.32
H32 2.35 0.81 3.51
H33 1.53 1.56 2.40

---

So which one wins? Going from most stable to least: i, ii.

---

i | Below is CH5FOP2 as an isolated structure, with properties calculated with ωB97M-V/def2-TZVPD.

Computed properties:
- E_HOMO: -8.14 eV
- Spin multiplicity: 1

Positions of all 10 atoms, in Å:
C1 0.96 -1.09 0.21
O1 1.41 0.09 -0.43
F1 -2.76 -0.67 -0.06
P1 -1.83 0.73 -0.43
P2 0.80 1.53 -0.01
H1 1.00 -1.04 1.24
H2 1.61 -1.90 -0.07
H3 -0.23 -1.14 0.00
H4 0.89 2.03 -1.23
H5 -1.86 1.47 0.79

---

ii | Below is an isolated molecule of CH5FOP2, with properties calculated with ωB97M-V/def2-TZVPD.

Computed properties:
- SMILES string: CO[P@@H](F)=P
- E_HOMO: -8.18 eV
- Spin multiplicity: 1

Positions of all 10 atoms, in Å:
C1 -0.81 0.06 -1.19
O1 0.10 0.89 -0.39
P1 0.70 0.26 0.92
F1 1.65 -1.02 0.45
P2 1.49 1.81 1.98
H1 -1.29 0.87 -1.73
H2 -1.54 -0.38 -0.46
H3 -0.16 -0.61 -1.84
H4 -0.44 -0.61 1.15
H5 1.97 0.93 2.80

---

So which one wins? Going from most stable to least: ii, i.

---

i | Below is C5H8S as an isolated structure, with properties calculated with ωB97M-V/def2-TZVPD.

Computed properties:
- E_HOMO: -8.17 eV
- Spin multiplicity: 1

Positions of all 14 atoms, in Å:
C1 1.12 0.00 -0.06
C2 0.33 1.26 -0.09
C3 -1.10 0.79 0.10
C4 -0.97 -0.78 -0.28
C5 0.48 -1.16 0.20
H1 1.12 1.80 0.89
H2 0.59 1.77 -1.06
H3 -1.72 1.31 -0.53
H4 -1.29 0.78 1.17
H5 -1.02 -1.10 -1.37
H6 -1.58 -1.51 0.28
H7 0.58 -1.27 1.22
H8 0.69 -1.91 -0.39
S1 2.75 0.02 -0.08

---

ii | Below is a 2-piece molecular cluster, C5H8S overall, with properties calculated with ωB97M-V/def2-TZVPD.

Computed properties:
- E_HOMO (alpha / beta): -9.72 / -9.73 eV
- Spin multiplicity: 1

Positions of all 14 atoms, in Å:
C1 -3.80 -1.30 -0.28
C2 -2.83 -1.14 -0.98
C3 -0.53 -0.16 0.65
C4 1.66 0.64 -0.67
C5 0.12 0.38 -0.59
S1 -0.29 -0.65 -1.97
H1 -4.67 -1.38 0.28
H2 -0.44 -1.24 0.67
H3 -0.09 0.41 1.49
H4 -1.65 0.22 0.59
H5 2.10 -0.23 -1.00
H6 2.00 1.04 0.32
H7 1.91 1.55 -1.35
H8 -0.22 1.42 -0.66

---

So which one wins? Going from most stable to least: i, ii.